{
  "formula": "C3H6O3S",
  "method": "ωB97M-V/def2-TZVPD",
  "spin_multiplicity": 1,
  "homo_lumo_gap_ha": 0.386,
  "e_above_lowest_kcal_mol": 10.6,
  "e_homo_ev": -10.530,
  "max_force_ev_per_a": 4.0,
  "species": ["C", "C", "C", "O", "O", "O", "S", "H", "H", "H", "H", "H", "H"],
  "positions_angstrom": [[-1.39, 0.33, 0.49], [0.48, -0.14, -0.84], [0.03, 0.00, 0.62], [-4.64, -1.24, -0.07], [-3.60, 0.74, -0.99], [-2.26, -0.13, 1.18], [-4.34, 0.12, 0.15], [-1.59, 1.11, -0.23], [0.80, 0.74, -1.42], [-0.11, -0.91, -1.37], [1.49, -0.65, -0.88], [0.56, 0.80, 1.04], [0.44, -0.81, 1.16]],
  "nbo_charge": [0.479, -0.633, -0.531, -0.859, -0.912, -0.550, 1.688, 0.164, 0.230, 0.225, 0.222, 0.239, 0.239]
}